Density functional theory data (wB97M-V/def2-TZVPD) for 2 unconnected molecules or ions with the total composition CH4O3 in a non-equilibrium geometry.

Output
ΔE to the lowest compared entry with this formula, charge and spin: 28.9 kcal per mole
SMILES: O=CO.O
2S+1: 1
Total charge: 0
Frontier orbital gap: 11.65 eV

Last column: Löwdin charge in e.
Element x y z (Å)
O 0.97196 -0.68484 -0.99295  0.067
C -0.17791 -0.77860 -1.33630  -0.420
O -0.88932 0.29188 -1.35405  0.105
H -0.81617 -1.60560 -1.78111  0.159
H -0.91617 0.84482 -0.61367  0.089
O 0.60326 0.93196 2.17414  -0.062
H -0.14738 0.44254 2.29429  -0.033
H 1.37172 0.55784 1.60965  0.096

Density functional theory data (wB97M-V/def2-TZVPD) for a gas-phase ion, C7H10N4O2PS (charge +1) in a non-equilibrium geometry.

Output
ΔE to the lowest compared entry with this formula, charge and spin: 0.0 kcal per mole
SMILES: C[N@H+]1CCN(P(O)(O)=S)C1=C(C#N)C#N
2S+1: 1
Total charge: +1
Frontier orbital gap: 8.47 eV

Last column: Löwdin charge in e.
Element x y z (Å)
C 1.66680 -1.36302 -0.40663  0.088
N 0.43627 -1.16623 0.43107  -0.077
C 0.50342 -0.03971 1.34362  -0.032
C -0.03439 1.04691 0.36714  -0.121
N -1.03194 0.39363 -0.47783  -0.085
P -2.75793 0.89629 -0.44158  0.224
O -2.95127 1.01630 -2.08797  -0.194
O -2.73374 2.42915 -0.22700  -0.152
S -3.83258 -0.12524 0.82767  0.365
C -0.72130 -0.96740 -0.36039  -0.257
C -1.41270 -1.99455 -0.92749  -0.154
C -1.00398 -3.36859 -0.68901  -0.144
N -0.47889 -4.35034 -0.45122  0.218
C -2.54059 -1.79703 -1.71821  -0.223
N -3.45998 -1.79922 -2.42405  0.241
H 1.49324 -0.83136 -1.30356  0.105
H 2.44582 -0.76118 0.08199  0.117
H 1.89594 -2.39033 -0.62184  0.118
H 0.21487 -2.04832 0.82131  0.162
H 1.61813 0.23450 1.53979  0.177
H -0.14181 -0.31524 2.19531  0.163
H -0.37069 1.84912 0.97677  0.118
H 0.68538 1.30675 -0.46233  0.159
H -3.39513 0.19223 -2.48530  0.067
H -3.03983 2.79818 0.62202  0.117

Density functional theory data (wB97M-V/def2-TZVPD) for a molecular structure, C34H35Br2F4N4NdO8S in a non-equilibrium geometry.

Output
2S+1: 4
Total charge: -2
Frontier orbital gap (spin up / spin down): 6.51 / 6.52 eV

Last column: Mulliken spin population.
Element x y z (Å)
Nd 0.16829 0.61030 -0.38028  3.007
C 2.63562 1.46177 4.51674  0.000
C 2.33591 1.25808 3.02053  0.003
N 1.08703 1.77657 2.52880  -0.005
C 0.98021 3.22398 2.42486  0.003
C 0.73483 4.04616 3.70286  0.000
C -0.01022 1.11645 3.20182  0.005
C -1.40875 1.41447 2.68514  0.001
N -1.49572 1.64842 1.23584  0.002
C -2.53209 2.46906 0.89504  0.001
C -2.38587 3.32474 -0.18593  -0.003
F -1.18098 3.34001 -0.72724  0.000
C -3.39759 4.19924 -0.59469  0.000
F -3.17276 4.99875 -1.65160  0.000
C -4.58744 4.29907 0.13255  0.000
C -4.71491 3.50457 1.26110  0.000
F -5.85254 3.58642 1.97611  0.000
C -3.76483 2.55837 1.58082  -0.001
F -4.07225 1.63572 2.50295  0.000
H 3.49370 0.84764 4.79866  0.000
H 2.90685 2.47391 4.82608  0.000
H 1.78733 1.14580 5.17199  0.000
H 2.43201 0.20301 2.77068  0.000
H 3.11469 1.78215 2.44032  0.000
H 0.15932 3.46001 1.72211  -0.001
H 1.88483 3.57098 1.89199  0.000
H -0.05722 3.64034 4.31427  0.000
H 0.49942 5.06178 3.38497  0.000
H 1.63746 4.13761 4.31396  0.000
H -0.06729 1.33539 4.28870  0.000
H 0.19200 0.06319 3.06942  -0.004
H -1.76259 2.30532 3.20636  -0.001
H -1.97303 0.56928 3.04793  -0.001
H -5.40851 4.88017 -0.22305  0.000
Br 0.35803 1.40049 -5.74753  0.000
C -1.26789 1.03549 -4.84003  0.000
C -2.38091 0.75273 -5.64891  0.000
C -3.56534 0.48018 -5.03294  -0.001
Br -5.19071 0.30480 -6.02002  0.000
C -3.66187 0.40644 -3.59082  -0.004
C -4.83317 -0.00963 -2.88934  0.001
C -4.80405 -0.06993 -1.53663  0.000
C -3.61596 0.24505 -0.83836  0.002
N -2.51561 0.57956 -1.47876  -0.002
C -2.53092 0.64090 -2.82805  0.007
C -1.22461 0.96190 -3.44314  -0.004
O -0.20067 1.20784 -2.71505  -0.002
H -2.30255 0.96442 -6.70927  0.000
H -5.74438 -0.21818 -3.38907  0.000
H -5.63592 -0.38968 -0.94278  0.000
H -3.56254 0.24623 0.26987  -0.001
C -1.70265 -2.71637 1.17751  0.000
C -0.26873 -2.67555 0.69778  0.004
C 0.48561 -3.87372 1.28665  -0.001
O 0.29985 -1.39223 1.11757  0.003
C -0.24345 -2.64978 -0.87255  -0.002
O -0.28047 -3.71526 -1.49267  0.000
O -0.24160 -1.48251 -1.34139  -0.005
H -1.75361 -3.00642 2.22126  0.000
H -2.25832 -3.49488 0.60548  0.000
H -2.22026 -1.77814 1.02834  0.000
H 0.52087 -3.70739 2.37239  0.000
H 1.47862 -3.89933 0.88108  0.000
H -0.03315 -4.81446 1.10379  0.000
H 1.20620 -1.56826 1.46486  0.000
C 3.06976 -5.71075 -3.51595  0.000
C 3.22839 -4.60593 -2.48810  0.000
C 3.83821 -4.85079 -1.25700  0.000
C 3.91909 -3.86257 -0.30010  0.001
C 3.47817 -2.59323 -0.62019  -0.001
C 2.89103 -2.33729 -1.81639  -0.001
C 2.73907 -3.35174 -2.73667  0.000
S 3.50159 -1.33877 0.70666  0.000
O 2.70052 -1.99054 1.75365  0.000
O 4.90517 -1.16589 1.04313  0.000
N 2.71564 -0.07158 0.21067  -0.001
C 3.57349 0.96582 -0.42660  0.001
C 2.87981 2.29145 -0.54523  0.001
O 3.61593 3.27988 -0.64104  -0.001
O 1.62998 2.27360 -0.67714  0.000
H 3.89846 -6.40993 -3.43516  0.000
H 3.10804 -5.27443 -4.50812  0.000
H 2.14385 -6.27801 -3.43787  0.000
H 4.28960 -5.84303 -1.06159  0.000
H 4.33107 -4.07369 0.66922  0.000
H 2.38575 -1.36640 -2.00425  0.002
H 2.26684 -3.15655 -3.71043  0.000
H 3.89220 0.67328 -1.41285  -0.001
H 4.48355 1.08402 0.19222  0.000

Density functional theory data (wB97M-V/def2-TZVPD) for a molecular structure, C30H34Cl2CrN7O2SSi.

Output
ΔE to the lowest compared entry with this formula, charge and spin: 0.0 kcal per mole
2S+1: 2
Total charge: 0
Frontier orbital gap (spin up / spin down): 7.02 / 6.91 eV

Last column: Mulliken spin population.
Element x y z (Å)
Cr -1.04543 -0.82308 -0.15434  1.031
Cl 0.35286 -3.39956 -6.29570  0.000
C 0.04683 -3.30435 -4.59296  0.001
C -0.55924 -2.15592 -4.09281  -0.001
C -0.79937 -2.06090 -2.73842  0.019
N -1.43491 -1.00382 -2.05593  -0.043
C -2.54453 -0.45235 -2.59527  0.019
O -2.83878 -0.31321 -3.76936  0.006
C -3.55393 -0.10693 -1.52134  0.001
C -4.78902 0.40917 -1.86145  -0.005
C -5.73537 0.57829 -0.86474  0.007
C -5.40622 0.21064 0.43014  -0.005
C -4.13738 -0.28366 0.68442  0.012
N -3.21274 -0.43186 -0.26587  -0.023
C -0.44617 -3.09881 -1.86399  -0.012
C 0.14789 -4.24473 -2.36900  -0.005
C 0.39381 -4.33713 -3.73609  -0.001
Cl 1.15253 -5.77682 -4.33258  0.000
N -0.73681 -2.79210 -0.52542  -0.021
C -0.65333 -3.70871 0.44984  0.007
O -0.30232 -4.87996 0.39209  0.026
C -1.12288 -3.12255 1.75188  0.025
C -1.19531 -3.89948 2.89648  -0.002
C -1.65920 -3.31993 4.05929  0.003
C -2.01842 -1.97746 4.03592  -0.001
C -1.88678 -1.27394 2.85832  0.006
N -1.46115 -1.83281 1.71887  -0.034
H -0.83914 -1.35488 -4.75943  0.000
H -4.97543 0.63979 -2.90095  0.000
H -6.71573 0.97411 -1.09427  0.000
H -6.11587 0.29850 1.24010  0.000
H -3.86128 -0.58481 1.68303  -0.001
H 0.42141 -5.05642 -1.71467  0.002
H -0.88565 -4.93230 2.82768  0.001
H -1.73249 -3.89419 4.97333  0.000
H -2.37089 -1.47093 4.92288  0.000
H -2.09526 -0.21375 2.82477  0.000
C 5.48168 1.49749 2.01654  0.000
Si 3.69743 1.13616 2.46670  0.000
C 3.63181 0.02286 3.96370  0.000
C 2.88244 2.77319 2.83990  0.000
C 2.94596 0.20715 1.00824  -0.007
C 3.77323 -0.35678 0.05382  0.003
C 3.25147 -1.05048 -1.03724  -0.001
C 1.88879 -1.16733 -1.13524  0.014
N 1.05322 -0.67342 -0.20465  -0.022
C 1.55644 0.00426 0.85253  0.014
S 0.37298 0.60520 1.95678  -0.016
H 5.90769 2.17963 2.75540  0.000
H 5.55908 1.97975 1.03956  0.000
H 6.10478 0.60137 2.00344  0.000
H 4.13999 0.47879 4.81640  0.000
H 4.11143 -0.93505 3.75407  0.000
H 2.59592 -0.17219 4.24767  0.000
H 3.47985 3.29379 3.59186  0.000
H 1.86881 2.64666 3.21949  0.000
H 2.83734 3.41038 1.95344  0.000
H 4.84745 -0.24308 0.13765  0.000
H 3.88853 -1.47553 -1.79893  0.000
H 1.43497 -1.66713 -1.97733  -0.002
C -0.20876 4.08052 0.11291  0.000
C 0.02395 3.42409 -1.25276  0.000
C -1.03435 3.87667 -2.25382  -0.001
C 1.41618 3.78175 -1.76244  0.000
N 0.01903 1.94701 -1.19422  -0.007
N -1.11943 1.37764 -0.54341  0.007
H -0.00855 5.15076 0.05032  0.000
H 0.45014 3.64751 0.86936  0.000
H -1.24167 3.97231 0.45359  0.000
H -1.00621 4.96083 -2.36932  0.000
H -2.04293 3.61688 -1.92169  0.000
H -0.86096 3.41255 -3.22496  0.000
H 1.49763 4.85604 -1.92778  0.000
H 1.61942 3.26442 -2.70047  0.000
H 2.17919 3.49234 -1.03506  0.000
H 0.82390 1.64406 -0.65684  0.001
H -1.90500 1.55707 -1.16170  0.002
H -1.29719 1.83874 0.35002  0.003

Density functional theory data (wB97M-V/def2-TZVPD) for a molecular structure, C26H24BIrN10OSe.

Output
2S+1: 6
Total charge: +1
Frontier orbital gap (spin up / spin down): 6.97 / 6.13 eV

Last column: Mulliken spin population.
Element x y z (Å)
Ir 0.05915 1.26464 0.32368  1.504
C -2.75920 4.18916 -0.91805  -0.001
C -1.47615 3.73554 -0.62277  -0.027
N -1.49063 2.40786 -0.47118  0.052
N -2.75666 1.99340 -0.65255  -0.003
C -3.53708 3.04472 -0.93162  0.004
B -3.07897 0.47005 -0.72164  -0.040
N -2.05582 -0.06386 -1.73921  0.312
C -2.21993 -0.19018 -3.09857  -0.083
C -1.02598 -0.33745 -3.70000  0.230
C 0.00158 -0.29663 -2.61413  0.025
N -0.76702 -0.13100 -1.40470  0.572
N -2.81070 -0.13249 0.66247  -0.007
C -3.68688 -0.73961 1.48128  -0.004
C -3.01555 -1.13106 2.62195  0.001
C -1.69993 -0.71274 2.41264  0.015
N -1.59671 -0.10710 1.23409  0.133
H -3.06686 5.20164 -1.10769  0.000
H -0.56274 4.29632 -0.51023  0.002
H -4.59031 2.91903 -1.11671  0.000
H -4.20144 0.28379 -1.06536  0.003
H -3.20663 -0.15374 -3.53131  -0.006
H -0.81686 -0.46169 -4.74862  0.004
H 0.60745 -1.21594 -2.56459  0.069
H -4.72025 -0.85580 1.20193  0.000
H -3.40957 -1.64879 3.47812  0.001
H -0.84320 -0.84126 3.05287  0.002
O 3.99973 0.60112 1.02112  0.093
C 2.88980 0.66261 0.53515  0.058
N 1.72535 0.75540 1.22744  0.015
C 1.82457 0.86904 2.66874  0.031
C 0.57543 1.48810 3.21007  0.013
C 0.25905 1.44863 4.56073  -0.005
C -0.92432 2.01445 4.99635  0.002
C -1.75162 2.63987 4.07002  0.002
C -1.37722 2.63958 2.74509  0.000
N -0.24926 2.05915 2.31653  0.024
C 2.62647 0.62429 -0.94479  0.056
C 3.58271 0.09758 -1.81851  0.289
C 3.32909 0.13474 -3.20687  -0.002
C 2.11829 0.55293 -3.64421  0.262
C 1.03473 0.90306 -2.68761  0.031
N 1.47389 1.12558 -1.32468  0.311
H 1.99020 -0.11480 3.12313  0.000
H 2.69638 1.47694 2.93292  0.006
H 0.93024 0.95708 5.25182  0.000
H -1.21133 1.95360 6.03721  0.000
H -2.67663 3.11072 4.36809  0.001
H -2.00620 3.09383 1.99002  0.002
H 4.51770 -0.25680 -1.40889  0.000
H 4.10122 -0.16856 -3.90096  0.010
H 1.86953 0.57552 -4.69722  0.005
H 0.47036 1.77924 -3.02246  0.046
Se 1.11811 -2.35687 0.48048  0.911
C 1.95372 -3.83391 -0.36703  -0.071
C 1.75725 -5.12352 0.12542  0.066
C 2.38962 -6.17734 -0.52063  -0.036
N 3.17137 -6.01059 -1.57942  0.081
C 3.36901 -4.78150 -2.04116  -0.037
C 2.77921 -3.66153 -1.47590  0.057
H 1.12905 -5.29880 0.98720  0.002
H 2.25908 -7.19652 -0.17561  -0.001
H 4.02345 -4.69334 -2.90109  -0.001
H 2.95885 -2.67579 -1.88059  0.020

Density functional theory data (wB97M-V/def2-TZVPD) for C2H3ClN4 in the gas phase in a non-equilibrium geometry.

Output
ΔE to the lowest compared entry with this formula, charge and spin: 99.6 kcal per mole
2S+1: 1
Total charge: 0
Frontier orbital gap: 8.89 eV

Last column: Löwdin charge in e.
Element x y z (Å)
C 0.03882 0.14940 -0.30688  -0.485
C -0.85513 0.02049 -1.53711  -0.041
N -0.70316 -0.25323 0.87655  0.030
N 1.24106 0.44497 -0.13614  0.234
N 0.01556 -0.32984 1.87717  -0.124
N 1.20180 -0.03190 1.81455  -0.517
Cl 2.50762 -0.12991 2.88909  0.642
H -0.17385 -0.12635 -2.36766  0.064
H -1.70869 -0.67097 -1.33220  0.082
H -1.56403 0.92733 -1.77738  0.114

Question: What is the total charge in the fifth record?
Answer: +1